(1)
Density functional theory data (ωB97M-V/def2-TZVPD) for one molecule with the formula C4H8N2.

Structure (ORCA input):
```
! wB97M-V def2-TZVPD RIJCOSX def2/J DEFGRID3
* xyz 0 1
C 1.70690 -0.55207 0.11169
N 0.55483 -0.15305 0.90280
C -0.38169 0.42048 -0.06113
C -1.38560 -0.59796 -0.60344
C -1.04957 1.59257 0.52489
N -1.55402 2.50924 1.01334
H 1.49123 -1.48947 -0.40809
H 2.57093 -0.70329 0.75527
H 1.88258 0.20663 -0.66153
H 0.82712 0.54493 1.59110
H 0.21687 0.76045 -0.91436
H -2.10746 -0.08367 -1.24213
H -0.85284 -1.33976 -1.20572
H -1.91926 -1.11504 0.19731
*
```

- LUMO (eV) = 0.9
- Kohn-Sham gap (eV) = 10.691



(2)
Density functional theory data (ωB97M-V/def2-TZVPD) for a 2-piece molecular cluster, C4H8N2 overall.

Structure (ORCA input):
```
! wB97M-V def2-TZVPD RIJCOSX def2/J DEFGRID3
* xyz 0 1
C 1.31108 -0.84058 1.27563
C 0.20232 1.44198 -0.64548
N -0.43648 0.49138 -1.33253
C -1.62057 -0.08371 -1.18693
C -1.20934 -0.81219 1.87654
N -0.06682 -0.81399 1.61105
H 1.42209 -1.02704 0.20547
H 1.81646 -1.62730 1.84201
H 1.75779 0.12992 1.50216
H -0.29071 1.89033 0.20588
H 1.15259 1.79118 -1.02049
H 0.09132 0.14467 -2.12767
H -1.87682 -0.90256 -1.84167
H -2.25292 0.21790 -0.36397
*
```

- LUMO (eV) = 0.8
- Kohn-Sham gap (eV) = 7.582



(3)
Density functional theory data (ωB97M-V/def2-TZVPD) for a 2-piece molecular cluster, C4H8N2 overall.

Structure (ORCA input):
```
! wB97M-V def2-TZVPD RIJCOSX def2/J DEFGRID3
* xyz 0 1
C 0.00486 1.20761 0.13263
C -1.44940 0.92075 0.10062
C -2.03398 0.21734 1.07457
N 0.53643 1.92261 -0.82358
H 1.19140 2.61045 -0.44056
H 0.47930 1.12268 1.12892
H -1.95816 1.09679 -0.84085
H -3.03279 -0.18441 0.94125
H -1.49368 -0.08782 1.96530
C 1.87165 -2.02564 -0.59114
N 1.16499 -1.02094 -0.19954
H 0.38168 -0.92677 -0.86271
H 2.46895 -2.64134 0.09186
H 1.86875 -2.21132 -1.67678
*
```

- LUMO (eV) = 0.6
- Kohn-Sham gap (eV) = 9.605



How far above the most stable structure does each one sit? In kJ/mol: (1) 0.0; (2) 279.6; (3) 242.8.



(1)
Density functional theory data (ωB97M-V/def2-TZVPD) for one molecule with the formula C7H15NO.

Structure (ORCA input):
```
! wB97M-V def2-TZVPD RIJCOSX def2/J DEFGRID3
* xyz 0 1
C -0.91351 0.88986 -0.54816
C 1.01152 -1.27243 0.10526
C 1.39229 0.31256 -0.58809
C -0.31886 -1.37626 0.81250
C -2.01445 1.25682 -1.52351
C -0.88891 1.79808 0.67067
C 2.18781 -1.61239 1.00177
N -1.25596 -0.63990 -0.01696
O 0.28590 0.84659 -1.24816
H -1.40028 -1.17008 -0.87825
H 1.01033 -1.88472 -0.79440
H 2.18028 0.22087 -1.33762
H 1.70442 0.95121 0.24340
H -0.65347 -2.41395 0.92876
H -0.28740 -0.91076 1.80316
H -0.20170 1.40082 1.44385
H -1.86082 0.76483 -2.48476
H -2.04699 2.33422 -1.67272
H -2.96800 0.92394 -1.11004
H -1.87989 1.87207 1.07860
H -0.52818 2.78289 0.39395
H 2.31297 -0.85644 1.77906
H 2.02135 -2.56631 1.50091
H 3.11155 -1.65153 0.44077
*
```

- LUMO (eV) = 1.1
- Kohn-Sham gap (eV) = 9.494



(2)
Density functional theory data (ωB97M-V/def2-TZVPD) for a 2-piece molecular cluster, C7H15NO overall.

Structure (ORCA input):
```
! wB97M-V def2-TZVPD RIJCOSX def2/J DEFGRID3
* xyz 0 1
C -1.46616 0.26742 2.44801
C -2.01653 0.33886 0.97702
C -1.09283 -0.52144 -0.04851
C 0.04414 0.35056 -0.44907
C 0.59927 0.53790 -1.65686
C 1.94101 0.98045 -1.87061
C 2.71117 0.59147 -2.86840
N -3.38983 -0.11101 0.89291
H -1.78423 -0.64243 3.12884
H -1.53213 1.09213 3.05579
H -0.43000 0.03208 2.36030
H -1.99124 1.36067 0.56207
H -1.91035 -0.73827 -0.82960
H -0.57950 -1.48066 0.27251
H 0.51459 0.79870 0.47721
H 0.20045 0.19217 -2.62767
H 2.31702 1.51239 -1.02545
H 2.19750 0.07240 -3.72976
H 3.69878 0.73153 -2.89442
H -3.79231 0.10994 -0.04559
H -3.60124 -0.81030 1.57428
H 2.92699 -1.92255 1.41008
H 3.22658 -0.92420 0.36836
O 3.20883 -1.81785 0.51857
*
```

- LUMO (eV) = 0.8
- Kohn-Sham gap (eV) = 9.108



How far above the most stable structure does each one sit? In kJ/mol: (1) 0.0; (2) 183.9.



(1)
Density functional theory data (ωB97M-V/def2-TZVPD) for a 2-piece molecular cluster, C7H15NO overall.

Structure (ORCA input):
```
! wB97M-V def2-TZVPD RIJCOSX def2/J DEFGRID3
* xyz 0 1
C 1.04622 -1.97139 -0.76444
C 1.25798 -0.77352 -0.12844
C -1.33174 0.01727 0.07057
C 1.46994 -0.45471 1.31712
C 1.46786 0.49821 -0.85405
C -1.56213 -0.31510 -1.41718
C -1.60940 1.47070 0.49724
N -1.23638 -0.95901 0.85875
O -1.24895 -2.18940 0.60889
H 1.25340 -1.82170 -1.80173
H 0.74780 -2.86405 -0.22102
H 0.78970 0.27032 1.70344
H 2.36276 0.08080 1.47170
H 1.45846 -1.37082 1.98650
H 2.47839 0.62506 -0.82554
H 1.04397 1.34379 -0.29159
H 1.09752 0.61875 -1.83831
H -1.73905 0.65949 -1.88973
H -2.52852 -0.80772 -1.43900
H -0.66590 -0.84010 -1.64131
H -1.51360 1.75321 1.54036
H -2.59963 1.71278 0.06131
H -0.87162 2.06044 -0.04609
H -1.16063 -0.63759 1.80522
*
```

- LUMO (eV) = 0.7
- Kohn-Sham gap (eV) = 9.123



(2)
Density functional theory data (ωB97M-V/def2-TZVPD) for a 2-piece molecular cluster, C7H15NO overall.

Structure (ORCA input):
```
! wB97M-V def2-TZVPD RIJCOSX def2/J DEFGRID3
* xyz 0 1
C -1.75083 -0.17156 -0.39568
C 1.58751 0.42268 0.92593
C -2.26177 0.90004 -1.30650
C -2.28778 -1.55447 -0.64755
C 1.61004 -1.10149 0.98643
C 2.90216 0.95056 0.33972
N -1.24050 0.19499 0.75239
C 0.45870 1.01172 0.07714
O 0.27009 2.20483 -0.05878
H -1.07997 -0.57652 1.39392
H 0.27791 0.30421 -0.85721
H 1.46293 0.83490 1.93122
H -1.75852 1.84133 -1.09638
H -2.13591 -1.84027 -1.68398
H -2.09878 0.62284 -2.34818
H -3.33450 1.02693 -1.14630
H -3.36807 -1.55798 -0.47142
H -1.82478 -2.29375 0.00537
H 0.75979 -1.50008 1.53554
H 1.60656 -1.52566 -0.01750
H 2.51662 -1.43509 1.49127
H 3.05179 0.56746 -0.67040
H 2.89581 2.03741 0.30012
H 3.74151 0.63694 0.96085
*
```

- LUMO (eV) = 0.4
- Kohn-Sham gap (eV) = 8.945



How far above the most stable structure does each one sit? In kJ/mol: (1) 234.2; (2) 0.0.



(1)
Density functional theory data (ωB97M-V/def2-TZVPD) for a 2-piece molecular cluster, C4H9N overall.

Structure (ORCA input):
```
! wB97M-V def2-TZVPD RIJCOSX def2/J DEFGRID3
* xyz 0 1
C 0.36722 0.29545 -2.08206
N -0.63711 0.71319 -1.12163
C -0.65923 -0.08618 0.05363
C 0.30250 -0.41606 2.37405
C 0.00951 0.31210 1.15038
H 1.33470 0.12839 -1.60918
H 0.10484 -0.69340 -2.49851
H 0.48839 0.98703 -2.91555
H -1.55934 0.87902 -1.48855
H 0.96850 -1.33030 1.10224
H -1.51924 -0.73450 0.24870
H 0.58832 0.00942 3.32156
H -0.16863 -1.39804 2.42028
H 0.37958 1.33388 1.04463
*
```

- LUMO (eV) = -0.2
- Kohn-Sham gap (eV) = 7.049



(2)
Density functional theory data (ωB97M-V/def2-TZVPD) for one molecule with the formula C4H9N.

Structure (ORCA input):
```
! wB97M-V def2-TZVPD RIJCOSX def2/J DEFGRID3
* xyz 0 1
C 0.72321 -1.83045 -0.33861
C 0.64221 -0.11855 0.39460
C 0.71852 0.70120 -0.86192
N -0.44404 0.61748 -0.01221
C -1.49420 1.39553 0.58923
H 1.74360 -2.21523 -0.54894
H 0.35837 -2.28065 0.55810
H 0.08390 -2.26430 -1.16107
H 1.06746 -0.08686 1.40209
H 0.80997 -0.39692 -1.32142
H 1.18480 1.70410 -0.94222
H -1.14139 2.18450 1.27295
H -2.10364 1.86894 -0.18992
H -2.14878 0.72122 1.15934
*
```

- LUMO (eV) = 1.1
- Kohn-Sham gap (eV) = 8.922



How far above the most stable structure does each one sit? In kJ/mol: (1) 25.5; (2) 0.0.



(1)
Density functional theory data (ωB97M-V/def2-TZVPD) for one molecule with the formula C4H9N.

Structure (ORCA input):
```
! wB97M-V def2-TZVPD RIJCOSX def2/J DEFGRID3
* xyz 0 1
C 0.84605 -1.31275 1.17649
C 0.21231 -0.08043 0.58086
C 0.87833 0.63482 -0.53499
N -0.31694 -0.15654 -0.77009
C -1.50707 0.63004 -1.04462
H 1.72556 -1.02562 1.76469
H 0.15714 -1.85934 1.82878
H 1.16509 -1.98649 0.37510
H -0.34572 0.54973 1.27799
H 1.80142 0.23491 -0.95271
H 0.78057 1.72001 -0.57595
H -1.63830 1.47928 -0.34972
H -1.43643 1.03232 -2.06020
H -2.39725 -0.00471 -0.99110
*
```

- LUMO (eV) = 1.3
- Kohn-Sham gap (eV) = 10.361



(2)
Density functional theory data (ωB97M-V/def2-TZVPD) for one molecule with the formula C4H9N.

Structure (ORCA input):
```
! wB97M-V def2-TZVPD RIJCOSX def2/J DEFGRID3
* xyz 0 1
C 1.60265 -0.13306 0.22013
C 0.38675 0.04512 -0.69961
C -0.66285 1.01379 -0.14567
C -1.52173 -0.22102 0.25687
H 1.28579 -0.50573 1.27644
H 2.08071 0.96501 0.34516
H 2.31536 -0.89291 -0.13918
H 0.73222 0.07757 -1.75402
H -0.37993 1.60896 0.69349
H -0.98200 1.69106 -0.95324
H -2.56168 -0.43476 -0.17564
H -1.41359 -0.31099 1.36278
H -0.29521 -1.84843 0.17352
N -0.58648 -1.05461 -0.46102
*
```

- LUMO (eV) = 1.2
- Kohn-Sham gap (eV) = 9.776



(3)
Density functional theory data (ωB97M-V/def2-TZVPD) for one molecule with the formula C4H9N.

Structure (ORCA input):
```
! wB97M-V def2-TZVPD RIJCOSX def2/J DEFGRID3
* xyz 0 1
C 0.95841 -0.31433 1.35547
C 0.92440 0.02715 -0.10098
C 0.24864 -0.71042 -1.17155
C -1.53402 0.81687 -0.40798
H 1.83906 -0.94051 1.62074
H 0.00974 -0.76209 1.77883
H 1.07137 0.55328 2.09411
H 1.91074 0.40661 -0.45619
H 0.82244 -0.81485 -2.07169
H -0.29704 -1.62839 -0.95869
H -2.29007 0.83643 -1.18262
H -1.84396 0.08972 0.35309
H -1.60787 1.81005 0.03137
N -0.21185 0.63050 -0.88390
*
```

- LUMO (eV) = 1.2
- Kohn-Sham gap (eV) = 9.828



(4)
Density functional theory data (ωB97M-V/def2-TZVPD) for one molecule with the formula C4H9N.

Structure (ORCA input):
```
! wB97M-V def2-TZVPD RIJCOSX def2/J DEFGRID3
* xyz 0 1
C 1.21801 -0.04569 -0.85637
C -0.15024 -0.54542 0.32904
C -0.97709 -1.36546 -0.39763
H 0.57075 -0.90874 1.05204
H 0.79964 0.39900 -1.74839
H 2.03756 0.54083 -0.45638
H 1.55371 -1.06835 -1.01791
H -0.61716 -2.00066 -1.19565
H -2.05297 -1.25931 -0.35507
C -0.78643 0.84925 0.88907
N 0.13515 1.75019 0.32738
H 0.91627 1.86390 0.97855
H -0.86184 0.81079 1.98103
H -1.78535 0.97967 0.47029
*
```

- LUMO (spin up / spin down) (eV) = 0.2 / 0.0
- Kohn-Sham gap (spin up / spin down) (eV) = 8.032 / 9.093



How far above the most stable structure does each one sit? In kJ/mol: (1) 0.0; (2) 49.9; (3) 58.2; (4) 384.8.